{
  "formula": "C30H70N10O10",
  "method": "ωB97M-V/def2-TZVPD",
  "total_charge": 0,
  "homo_lumo_gap_ha": 0.328,
  "relative_energy_kj_mol": 1073.6,
  "smiles": "CN(C)C=O.CN(C)C=O.CN(C)C=O.CN(C)C=O.CN(C)C=O.CN(C)C=O.CN(C)C=O.CN(C)C=O.CN(C)C=O.CN(C)C=O",
  "species": ["H", "H", "C", "O", "H", "C", "H", "H", "H", "H", "H", "H", "H", "H", "C", "H", "H", "H", "O", "H", "H", "C", "H", "H", "C", "C", "N", "H", "C", "H", "H", "H", "H", "H", "H", "C", "N", "H", "C", "H", "H", "C", "C", "C", "H", "H", "H", "N", "H", "H", "O", "H", "H", "C", "H", "H", "H", "H", "O", "H", "C", "N", "C", "C", "H", "H", "C", "H", "H", "H", "C", "O", "O", "O", "C", "H", "N", "H", "H", "H", "N", "H", "H", "H", "H", "H", "O", "N", "H", "C", "C", "H", "H", "H", "N", "N", "C", "N", "C", "C", "H", "C", "C", "O", "C", "H", "O", "H", "C", "H", "H", "H", "H", "H", "H", "H", "C", "C", "H", "H"],
  "coordinates": [[-1.584, 14.128, 20.674], [-1.006, 9.740, 17.611], [1.682, 19.394, 17.006], [-7.310, 16.875, 15.225], [4.192, 10.144, 19.041], [-0.984, 16.525, 17.148], [6.320, 19.910, 15.590], [-4.975, 16.542, 16.066], [-1.742, 16.030, 17.755], [1.994, 12.504, 19.401], [0.751, 22.218, 15.233], [4.004, 11.863, 11.815], [5.364, 19.263, 13.995], [-1.472, 19.475, 21.538], [-0.537, 11.433, 15.802], [0.316, 11.003, 20.814], [1.174, 19.545, 17.958], [7.257, 18.458, 16.382], [-5.198, 11.292, 11.782], [-4.441, 15.182, 16.968], [0.219, 14.542, 21.081], [2.942, 21.403, 16.601], [-3.141, 14.110, 14.032], [-5.250, 16.594, 17.877], [0.056, 9.664, 17.332], [1.157, 15.284, 17.463], [0.399, 10.489, 16.352], [6.246, 15.142, 11.616], [-7.604, 16.027, 16.054], [-2.356, 12.811, 14.612], [2.836, 13.290, 20.762], [4.607, 15.885, 11.381], [-4.057, 12.894, 14.959], [-8.610, 15.592, 16.157], [-6.657, 14.654, 18.678], [3.203, 10.128, 19.499], [1.802, 20.717, 16.426], [5.167, 12.471, 10.896], [5.181, 14.962, 11.469], [2.032, 11.421, 15.418], [2.671, 22.457, 16.432], [-0.546, 13.818, 20.798], [1.659, 10.410, 15.582], [3.395, 14.187, 13.021], [5.492, 12.474, 12.682], [-3.118, 19.587, 18.596], [-2.416, 12.501, 11.066], [-3.718, 12.644, 12.876], [0.771, 14.625, 18.241], [3.182, 15.246, 13.230], [4.300, 17.494, 13.567], [0.787, 14.422, 15.123], [5.839, 19.329, 17.049], [6.325, 18.970, 16.142], [-6.009, 13.596, 17.452], [-0.235, 18.320, 21.041], [-3.690, 13.629, 11.120], [2.366, 10.268, 18.815], [0.819, 8.821, 17.886], [2.623, 18.882, 17.206], [3.300, 10.968, 21.802], [-0.461, 12.707, 21.738], [-0.622, 11.353, 21.245], [-6.816, 14.298, 17.660], [-0.929, 12.049, 16.611], [-0.400, 17.236, 17.732], [-2.909, 13.196, 11.746], [-1.630, 17.009, 16.415], [-1.379, 11.031, 15.239], [5.904, 16.126, 16.461], [-0.078, 15.067, 15.344], [-0.948, 15.310, 14.554], [3.100, 9.978, 22.434], [2.792, 13.358, 13.789], [4.760, 12.645, 11.892], [1.998, 14.871, 16.907], [-2.258, 18.213, 20.214], [-0.075, 12.126, 15.098], [-7.863, 13.993, 17.661], [-0.122, 13.574, 19.824], [3.191, 11.188, 20.442], [-1.507, 11.250, 20.617], [-4.219, 18.318, 19.085], [4.284, 16.224, 15.773], [3.705, 12.925, 19.466], [-0.573, 19.719, 20.069], [4.036, 20.983, 17.045], [0.009, 15.566, 16.593], [-5.081, 11.528, 13.785], [-3.365, 18.910, 19.414], [5.053, 16.788, 16.301], [-0.778, 10.826, 22.186], [-0.614, 12.130, 23.681], [-3.769, 19.731, 20.005], [4.283, 13.966, 12.020], [-6.608, 15.496, 16.849], [0.724, 21.157, 15.481], [5.462, 17.960, 15.521], [5.046, 18.245, 14.267], [-3.323, 13.044, 14.167], [-2.238, 13.913, 12.219], [-4.767, 11.821, 12.772], [-1.047, 18.952, 20.681], [-0.815, 14.169, 23.445], [2.884, 12.484, 20.030], [3.383, 11.940, 22.313], [-3.270, 16.224, 19.971], [1.510, 9.837, 14.667], [-5.181, 15.982, 16.978], [0.982, 18.815, 16.404], [5.134, 14.634, 10.431], [-0.216, 20.860, 15.944], [-1.403, 16.453, 20.766], [2.409, 9.798, 16.083], [4.582, 16.962, 17.269], [3.008, 9.145, 19.927], [-2.334, 16.902, 20.388], [-0.633, 13.035, 23.054], [0.856, 20.680, 14.510], [1.577, 16.216, 17.840]]
}



{
  "formula": "C30H70N9O13",
  "method": "ωB97M-V/def2-TZVPD",
  "total_charge": 0,
  "homo_lumo_gap_ha": [0.340, 0.205],
  "spin_multiplicity": 2,
  "s_squared": 0.75,
  "species": ["H", "C", "H", "C", "C", "H", "C", "H", "H", "O", "H", "C", "H", "H", "O", "O", "O", "H", "N", "N", "N", "O", "H", "C", "H", "O", "H", "H", "H", "H", "C", "C", "C", "C", "C", "H", "H", "H", "C", "H", "H", "C", "H", "C", "H", "N", "H", "O", "H", "C", "C", "H", "H", "C", "H", "N", "H", "H", "H", "O", "H", "H", "H", "H", "N", "C", "H", "H", "H", "H", "N", "H", "N", "H", "H", "H", "N", "C", "H", "H", "H", "H", "H", "O", "H", "H", "H", "H", "H", "H", "H", "O", "H", "H", "O", "H", "O", "C", "C", "H", "C", "H", "H", "C", "H", "O", "C", "C", "H", "H", "H", "H", "C", "C", "H", "C", "C", "H", "H", "H", "H", "C"],
  "coordinates": [[-29.844, 4.758, -16.841], [-27.609, 2.828, -7.620], [-21.822, -0.695, -17.453], [-21.527, -3.860, -12.825], [-25.199, -0.323, -18.241], [-25.747, -3.610, -16.950], [-21.364, 4.803, -13.990], [-24.246, 0.003, -17.823], [-27.808, 2.345, -12.954], [-21.027, 4.337, -15.083], [-21.499, 1.847, -18.716], [-19.537, 5.516, -17.917], [-21.874, 0.720, -13.249], [-24.756, 1.679, -10.088], [-30.231, 1.786, -14.335], [-22.022, 1.941, -9.707], [-28.451, 3.060, -10.230], [-24.581, 2.311, -11.682], [-24.823, -3.422, -12.774], [-20.664, -3.040, -11.932], [-26.086, -0.620, -17.159], [-26.805, 2.533, -8.774], [-23.438, -1.943, -15.863], [-27.974, -1.594, -15.936], [-27.184, 2.928, -14.404], [-26.366, 2.517, -10.908], [-24.714, -2.573, -13.310], [-20.651, -3.230, -10.940], [-19.171, 6.150, -18.724], [-20.859, 7.441, -15.102], [-24.968, -2.304, -10.643], [-25.125, -3.479, -11.495], [-27.311, 2.693, -9.954], [-18.524, 1.319, -15.274], [-21.473, 3.837, -12.801], [-20.226, 0.515, -16.282], [-24.763, -3.587, -15.387], [-22.323, -0.960, -13.029], [-21.827, -0.452, -9.659], [-23.324, 0.358, -12.294], [-27.261, -1.669, -15.115], [-21.368, 0.962, -10.032], [-18.673, 5.216, -17.325], [-21.977, 2.574, -18.060], [-18.761, -0.052, -16.941], [-21.801, 6.088, -13.863], [-28.414, 3.912, -15.664], [-17.774, 0.620, -14.630], [-22.278, -4.446, -12.294], [-29.268, 2.481, -14.602], [-24.960, 2.564, -10.691], [-19.779, 2.922, -15.037], [-18.640, -1.639, -13.965], [-20.319, 4.370, -18.539], [-19.376, 1.594, -17.323], [-18.919, 2.450, -14.796], [-28.231, 3.705, -7.804], [-20.460, 3.507, -12.570], [-25.679, -0.565, -16.237], [-23.160, -3.992, -18.211], [-24.999, -4.282, -13.272], [-22.768, 3.047, -18.643], [-22.406, -0.785, -10.520], [-22.343, 2.046, -17.180], [-29.323, 3.566, -15.391], [-23.552, -3.406, -17.171], [-31.146, 3.552, -16.466], [-21.064, -1.168, -9.353], [-21.823, 4.186, -11.830], [-28.694, -0.896, -15.509], [-22.879, -2.319, -16.615], [-28.555, -2.504, -16.090], [-21.069, 3.675, -17.704], [-24.648, -1.527, -11.337], [-22.843, 0.067, -15.184], [-21.165, 3.992, -16.750], [-20.219, 1.030, -10.621], [-22.725, 0.047, -13.149], [-31.065, 4.916, -15.479], [-20.374, -1.033, -14.205], [-22.076, 6.348, -12.927], [-22.027, 2.974, -13.169], [-27.502, 1.261, -14.442], [-25.682, -4.444, -10.958], [-20.154, -2.612, -14.462], [-22.214, 6.718, -15.943], [-19.817, 0.144, -10.892], [-21.421, -2.145, -18.156], [-25.063, -1.318, -18.664], [-22.110, -3.131, -13.389], [-22.531, -0.422, -8.827], [-19.248, -1.359, -11.506], [-19.814, 1.947, -10.743], [-26.966, 3.103, -6.783], [-20.382, 4.228, -19.729], [-22.459, 7.997, -14.908], [-24.518, -0.963, -14.422], [-24.829, -3.890, -16.432], [-19.898, -2.080, -12.322], [-20.863, -4.513, -13.391], [-24.248, 1.501, -14.611], [-18.589, 2.673, -13.868], [-24.765, -4.968, -16.287], [-30.421, 4.258, -16.062], [-28.319, 2.033, -7.393], [-28.058, -0.909, -18.186], [-19.709, -1.822, -13.856], [-21.878, 7.077, -14.970], [-24.657, 1.852, -13.664], [-24.892, 1.479, -15.490], [-20.811, -1.742, -16.507], [-24.561, 3.495, -10.288], [-27.351, -1.051, -17.218], [-21.671, -1.738, -17.176], [-23.559, 2.274, -14.953], [-19.222, 0.850, -16.541], [-27.894, 2.191, -14.030], [-25.922, -1.980, -10.226], [-24.174, -2.417, -9.905], [-25.586, 0.221, -19.103], [-20.259, 6.153, -17.406], [-23.576, 0.093, -14.379]]
}



Number 1: total energy -67616.574 eV. Number 2: total energy -72273.122 eV.